(1)
{"formula": "C5H9NO2", "method": "ωB97M-V/def2-TZVPD", "species": ["O", "C", "O", "C", "C", "C", "C", "N", "H", "H", "H", "H", "H", "H", "H", "H", "H"], "xyz": [[2.8868, 0.5940, -0.5296], [2.5845, 1.3259, 0.4541], [1.7792, 1.0402, 1.3745], [-0.2023, 0.2600, -1.0817], [0.0054, -0.9760, -0.3544], [-0.7319, -0.9521, 1.0740], [-2.0919, -0.7190, 1.0593], [-1.5747, 0.2760, -1.6049], [3.2544, 2.1953, 0.5118], [0.5384, 0.1042, -1.8694], [-0.3022, -1.8353, -0.9455], [1.0730, -1.1000, -0.0222], [-0.0953, -0.8570, 1.9789], [-2.5842, -0.9047, 2.0135], [-2.6626, -0.8404, 0.1673], [-1.9650, 1.2250, -1.8727], [0.0884, 1.1639, -0.3530]], "forces_ev_per_a": [[-0.92, 0.23, 0.09], [1.31, -1.61, -0.65], [-0.67, 0.52, -0.49], [-4.02, 2.30, 1.63], [1.41, -2.40, 3.64], [-2.45, 1.69, -1.77], [3.59, -2.08, 1.71], [2.78, 0.74, 0.29], [-0.40, 0.72, 0.48], [0.72, 0.91, -1.06], [-0.15, -0.18, 0.15], [-0.77, 0.33, -1.04], [-0.46, -0.41, -0.80], [-0.33, 0.72, -0.16], [-0.45, 0.28, -0.75], [1.02, -0.76, 0.49], [-0.20, -0.99, -1.74]], "energy_ev": -10908.1271, "relative_energy_kj_mol": 815.2, "e_homo_ev": -8.8798, "gap_ev": 3.9, "lumo_energy_ev": -4.972, "total_charge": 0}

=====

(2)
{"formula": "C13H12N2O3S", "method": "ωB97M-V/def2-TZVPD", "species": ["C", "O", "C", "C", "C", "C", "C", "O", "C", "S", "C", "N", "C", "C", "C", "O", "N", "C", "C", "H", "H", "H", "H", "H", "H", "H", "H", "H", "H", "H", "H"], "xyz": [[0.7047, -4.6605, 2.2535], [0.5099, -4.2924, 0.9063], [-0.1075, -3.1265, 0.6269], [-0.5779, -2.2202, 1.5777], [-1.1986, -1.0604, 1.1677], [-1.3536, -0.7591, -0.1874], [-1.9909, 0.5155, -0.5253], [-2.6790, 1.1416, 0.2535], [-1.7311, 1.1066, -1.9067], [0.0301, 1.1046, -2.4068], [0.8762, 1.6227, -0.9641], [2.1371, 1.3330, -0.9484], [2.8521, 1.7227, 0.1312], [2.3171, 2.3732, 1.1930], [0.9164, 2.7117, 1.2002], [0.2918, 3.2885, 2.0593], [0.2517, 2.2951, 0.0239], [-0.8834, -1.6732, -1.1367], [-0.2774, -2.8374, -0.7336], [1.3378, -3.9388, 2.7780], [-0.2479, -4.7639, 2.7815], [1.2070, -5.6257, 2.2238], [-0.4632, -2.4104, 2.6328], [-1.5637, -0.3516, 1.8963], [-2.1295, 2.1224, -1.9488], [-2.2279, 0.5078, -2.6709], [3.8998, 1.4602, 0.0858], [2.9030, 2.6627, 2.0490], [-0.7348, 2.5292, -0.0099], [-1.0079, -1.4855, -2.1912], [0.0834, -3.5544, -1.4535]], "forces_ev_per_a": [[0.04, -0.06, 0.27], [-0.03, 0.08, -0.32], [-0.16, 0.27, -0.18], [0.18, -0.36, 0.15], [-0.06, 0.19, -0.38], [0.07, -0.42, 0.53], [-0.24, 0.18, -0.29], [0.10, 0.01, -0.02], [0.42, 0.35, -0.05], [-0.32, 0.05, -0.21], [0.12, -0.03, -0.04], [-0.25, -0.32, -0.66], [-0.10, 0.30, 0.46], [0.20, -0.06, -0.03], [0.04, -0.13, -0.20], [-0.15, 0.18, 0.29], [-0.01, 0.10, 0.12], [-0.12, 0.05, 0.24], [0.08, -0.23, 0.13], [-0.04, -0.02, -0.02], [0.04, 0.02, -0.02], [-0.04, 0.08, 0.05], [0.03, -0.05, 0.08], [-0.03, 0.05, 0.06], [-0.10, -0.18, 0.07], [0.00, -0.01, -0.04], [0.10, 0.05, 0.14], [0.06, 0.02, 0.07], [0.10, -0.03, 0.01], [0.03, 0.00, -0.09], [0.04, -0.09, -0.09]], "energy_ev": -33633.6107, "smiles": "COc1ccc(C(=O)CSc2nccc(=O)[nH]2)cc1", "relative_energy_kj_mol": 96.2, "e_homo_ev": -8.7373, "gap_ev": 8.7, "lumo_energy_ev": -0.016, "total_charge": 0}

=====

(3)
{"formula": "C18H21BrN2O4", "method": "ωB97M-V/def2-TZVPD", "species": ["O", "C", "C", "C", "C", "C", "O", "N", "C", "C", "N", "C", "C", "O", "C", "O", "C", "C", "C", "C", "Br", "C", "C", "C", "C", "H", "H", "H", "H", "H", "H", "H", "H", "H", "H", "H", "H", "H", "H", "H", "H", "H", "H", "H", "H", "H"], "xyz": [[-0.9345, -1.8869, -4.4931], [-1.3960, -0.9166, -3.9071], [-2.8149, -0.5766, -4.1288], [-3.7419, -1.3974, -4.7218], [-4.9423, -0.6607, -4.7949], [-4.6639, 0.5567, -4.2527], [-3.3875, 0.6197, -3.8470], [-0.6263, -0.1394, -3.1070], [-1.0560, 0.8468, -2.1456], [-0.8356, 0.3145, -0.7246], [0.5708, 0.0012, -0.5559], [1.0048, -0.2012, 0.8056], [0.4486, -1.4477, 1.5365], [-0.9426, -1.3734, 1.7335], [1.1463, -1.6623, 2.8942], [0.8595, -0.5934, 3.7764], [1.7187, 0.4436, 3.9652], [1.2219, 1.4688, 4.7764], [1.9895, 2.5739, 5.0718], [3.2720, 2.6645, 4.5544], [4.3421, 4.1889, 4.9517], [3.7829, 1.6611, 3.7537], [3.0095, 0.5521, 3.4576], [0.9670, -1.0345, -1.4910], [0.7601, -0.5104, -2.9125], [-3.5638, -2.3984, -5.0554], [-5.8786, -0.9880, -5.1971], [-5.2656, 1.4322, -4.1049], [-0.4475, 1.7472, -2.2857], [-2.1021, 1.1013, -2.2863], [-1.4789, -0.5646, -0.5633], [-1.1124, 1.0868, -0.0041], [2.0962, -0.2721, 0.7848], [0.7288, 0.6944, 1.3722], [0.6163, -2.3370, 0.9203], [-1.1047, -0.7471, 2.4508], [0.7089, -2.5472, 3.3683], [2.2173, -1.8278, 2.7667], [0.2231, 1.3721, 5.1717], [1.5973, 3.3595, 5.6986], [4.7834, 1.7388, 3.3573], [3.4372, -0.2145, 2.8319], [0.3767, -1.9578, -1.3699], [2.0228, -1.2673, -1.3369], [1.3822, 0.3762, -3.0685], [1.0109, -1.2781, -3.6453]], "forces_ev_per_a": [[-0.26, -0.12, -0.03], [0.32, 0.15, -0.04], [-0.64, -0.98, -0.59], [0.69, 0.37, 0.39], [-0.01, 0.52, 0.20], [-0.58, -0.40, -0.33], [0.28, 0.27, 0.12], [0.17, 0.04, -0.02], [-0.35, 0.20, 0.51], [-0.05, 0.23, -0.32], [-0.06, -0.04, 0.00], [-0.19, -0.35, 0.14], [0.67, 0.28, 0.28], [-0.39, 0.06, 0.09], [-0.11, -0.41, -0.55], [-0.16, 0.10, 0.09], [0.11, 0.41, 0.22], [0.02, -0.26, -0.16], [0.13, 0.03, -0.05], [0.21, 0.16, 0.00], [-0.11, -0.15, -0.04], [-0.01, 0.27, 0.16], [-0.25, -0.35, -0.06], [0.04, 0.22, -0.22], [0.29, -0.45, -0.08], [0.13, -0.19, -0.06], [-0.22, 0.00, -0.06], [0.01, 0.15, 0.06], [-0.08, -0.01, 0.03], [0.18, 0.00, 0.03], [-0.01, 0.12, 0.00], [-0.05, -0.03, 0.02], [0.03, 0.05, 0.09], [0.10, -0.05, 0.07], [0.06, 0.03, 0.08], [0.01, -0.01, -0.04], [0.12, 0.10, -0.10], [-0.01, 0.03, 0.06], [-0.12, -0.02, 0.04], [-0.02, 0.06, 0.04], [0.06, 0.01, -0.02], [0.00, -0.07, -0.06], [0.05, -0.02, -0.01], [0.01, -0.05, -0.01], [0.00, -0.05, 0.03], [0.01, 0.15, 0.09]], "energy_ev": -100218.5260, "smiles": "O=C(c1ccco1)N1CCN(C[C@H](O)COc2ccc(Br)cc2)CC1", "relative_energy_kj_mol": 65.9, "e_homo_ev": -8.4434, "gap_ev": 9.0, "lumo_energy_ev": 0.598, "total_charge": 0}

=====

(4)
{"formula": "C3H3O2Sn", "method": "ωB97M-V/def2-TZVPD", "species": ["C", "C", "H", "H", "H", "O", "C", "Sn", "O"], "xyz": [[-1.6805, -0.8994, 0.4777], [-0.3588, -0.6629, -0.0490], [-2.1964, 0.0838, 0.4968], [-0.8235, -0.3926, -1.0463], [0.2735, -1.5421, -0.2334], [-0.0880, 1.3658, 1.1829], [0.4322, 0.5699, 0.4197], [2.7879, 0.8389, -1.2654], [1.6537, 0.6386, 0.0169]], "forces_ev_per_a": [[-0.71, -0.05, -0.36], [0.40, 0.34, -0.70], [0.32, -0.16, 0.59], [0.23, -0.22, 0.11], [0.04, 0.15, 0.30], [1.70, -1.03, -1.66], [-5.92, 0.48, 3.30], [5.53, 0.99, -5.71], [-1.59, -0.49, 4.13]], "energy_ev": -13072.7774, "relative_energy_kj_mol": 265.4, "e_homo_ev": -12.3176, "gap_ev": 5.3, "lumo_energy_ev": -6.994, "total_charge": 1}